[1]
C9H35CrNO10 | ωB97M-V/def2-TZVPD

The geometry in XYZ format:
```
56
C9H35CrNO10 | the OMol25 dataset | ωB97M-V/def2-TZVPD
Cr 1.5335 2.1575 -0.1399
C -3.6108 1.1157 -1.2709
C -2.4437 0.3891 -0.4603
C -2.9641 -1.0637 -0.1513
C -2.9291 -1.9991 -1.3741
C -1.5065 -2.0317 -1.8516
C -0.8128 -0.6147 -2.2580
N -1.0915 0.2945 -1.1026
O -0.3082 1.5637 -1.1181
C -1.3380 -0.0547 -3.6241
C 0.6842 -1.0357 -2.3921
C -2.2642 0.9883 0.9477
H -3.7258 0.7812 -2.3019
H -3.5651 2.1985 -1.1540
H -4.6033 0.8572 -0.9017
H -3.9905 -1.0572 0.2156
H -2.4163 -1.4597 0.7038
H -3.5944 -1.6007 -2.1402
H -3.2286 -3.0204 -1.1390
H -1.6886 -2.6158 -2.7538
H -0.8755 -2.6905 -1.2550
H -2.4210 -0.1537 -3.6979
H -1.0291 -0.5900 -4.5220
H -1.0927 0.9719 -3.8960
H 1.2437 -0.1229 -2.5969
H 0.8945 -1.7534 -3.1850
H 1.0547 -1.4158 -1.4402
H -3.1721 0.8129 1.5247
H -2.0380 2.0525 0.8806
H -1.4300 0.4516 1.3995
O 1.9730 0.4387 0.7231
H 1.8508 -0.0518 1.5591
O 0.2839 -1.5667 1.0383
H -0.3369 -1.6035 0.3106
H 0.9214 -0.9024 0.7765
O 3.5400 -1.5920 0.5686
H 3.0202 -0.7900 0.5161
H 3.3929 -2.0287 -0.2704
O 2.2917 -1.7681 4.4606
H 2.9600 -2.4034 4.7176
H 2.7833 -1.0525 4.0575
O 3.6126 0.5409 3.4441
H 3.5734 0.6952 2.5002
H 3.1807 1.3030 3.8300
O -0.8038 -1.3458 3.5936
H -0.5164 -1.3997 2.6822
H -0.2149 -1.9341 4.0662
O 2.7402 1.8911 -1.7474
H 2.4902 1.9408 -2.6700
H 3.6542 1.6069 -1.7614
O 3.2134 3.1551 0.6777
H 3.3029 3.9702 1.1714
H 4.0532 2.7107 0.7937
O 0.6910 2.8263 1.6477
H 0.4496 2.2807 2.3962
H 0.6228 3.7239 1.9730
```

- expectation value of S² = 6.02
- LUMO (alpha / beta) (eV) = -1.044 / -1.099
- HOMO (alpha / beta) (eV) = -6.43 / -6.54
- spin multiplicity = 5
- energy (a.u.) = -2215.43718

=====

[2]
C9H36AlN18O13P | ωB97M-V/def2-TZVPD

The geometry in XYZ format:
```
78
C9H36AlN18O13P | the OMol25 dataset | ωB97M-V/def2-TZVPD
Al -2.0370 -3.1815 0.5228
P -0.6836 -0.4508 0.1943
O 0.3575 -1.3002 -0.5802
O -0.6350 -1.0623 1.6059
O -2.0744 -0.6966 -0.4032
O -0.3741 1.0690 0.2043
C 1.7217 -0.6523 -4.4070
O 1.3416 -0.6679 -5.5608
N 0.9783 -0.1333 -3.3704
N 2.9413 -1.0921 -4.0383
H -0.0249 -0.0525 -3.3589
H 1.3096 -0.3375 -2.4382
H 3.5285 -1.5001 -4.7398
H 3.0800 -1.0391 -3.0398
C 2.5434 -0.8239 3.1102
O 3.5487 -0.5019 3.7185
N 2.0026 -2.0768 3.0208
N 1.7644 0.1056 2.4820
H 1.0282 -2.1171 2.7534
H 2.3377 -2.7551 3.6830
H 2.0810 1.0595 2.4470
H 0.8919 -0.2238 2.0786
C -2.3939 -0.3991 -4.3336
O -2.5178 -0.9741 -5.4060
N -2.2949 0.9425 -4.1991
N -2.1559 -1.0925 -3.1763
H -2.5706 1.6067 -4.8989
H -1.8666 1.3405 -3.3835
H -1.9224 -2.0663 -3.2690
H -2.0518 -0.7089 -2.2368
C 3.4790 0.6178 -0.7057
O 4.6258 0.8536 -1.0408
N 3.0093 -0.6587 -0.5065
N 2.6218 1.6067 -0.3618
H 3.7774 -1.3106 -0.4523
H 2.0096 -0.7448 -0.2596
H 1.7159 1.4201 0.0443
H 3.0142 2.5287 -0.4548
C -1.4464 -2.5538 4.4106
O -1.6163 -3.2575 3.4120
N -1.2598 -1.2199 4.2929
N -1.6844 -2.9857 5.6727
H -1.5976 -0.5798 4.9866
H -1.0096 -0.8822 3.3715
H -2.1102 -3.8662 5.8924
H -1.7534 -2.2584 6.3630
C 0.0102 3.4444 2.7089
O 0.4035 4.3331 3.4326
N 0.3420 3.2906 1.3992
N -0.7956 2.4190 3.1259
H 0.0407 2.4666 0.8505
H 0.8796 4.0659 1.0455
H -1.3500 2.4909 3.9603
H -1.0786 1.7161 2.4632
C 1.8579 -4.3942 -1.1282
O 2.1148 -5.5454 -1.4404
N 0.8897 -3.6710 -1.7670
N 2.3226 -3.7840 -0.0131
H 0.7162 -2.7044 -1.4928
H 0.4926 -4.1385 -2.5641
H 2.0535 -2.8215 0.0928
H 3.0990 -4.1379 0.5142
C -3.9917 2.1759 1.3369
O -4.5699 3.0184 1.9990
N -2.9223 2.4719 0.5416
N -4.3088 0.8568 1.2941
H -2.5234 3.3899 0.4868
H -2.4001 1.6871 0.1863
H -3.7258 0.1726 0.8345
H -5.2632 0.5877 1.4516
C -0.3712 3.3282 -2.6830
O -0.4933 3.7231 -3.8215
N 0.3699 2.2789 -2.2661
N -0.8117 4.0432 -1.5918
H 1.0174 1.8129 -2.8955
H 0.3438 1.9458 -1.2945
H -1.3757 4.8613 -1.7367
H -0.6011 3.6890 -0.6748
```

- LUMO (eV) = -7.419
- HOMO (eV) = -10.11
- spin multiplicity = 1
- energy (a.u.) = -2912.32013

=====

[3]
C9H36BF4O9 | ωB97M-V/def2-TZVPD

The geometry in XYZ format:
```
59
C9H36BF4O9 | the OMol25 dataset | ωB97M-V/def2-TZVPD
B 0.1293 0.6219 0.0422
F -0.7594 0.0328 -0.8198
F -0.6112 1.3890 0.9517
F 0.8242 -0.3787 0.7184
F 1.0080 1.4308 -0.6638
C -3.8301 1.4658 -0.0577
O -4.8928 0.7454 -0.5460
H -2.8961 0.9072 -0.1192
H -3.7908 2.4302 -0.5642
H -4.0124 1.6438 1.0021
H -5.0079 -0.0707 -0.0538
C -1.0593 4.7023 0.8556
O -1.7820 3.8761 -0.0276
H -1.1568 4.2723 1.8525
H -0.0027 4.6527 0.5926
H -1.3994 5.7276 1.0010
H -1.4553 2.9920 0.1550
C 2.1347 2.2814 2.3668
O 2.2932 3.1408 1.2730
H 2.6260 1.3108 2.2982
H 2.5700 2.7843 3.2303
H 1.0751 2.1799 2.6011
H 1.7473 2.7362 0.5949
C 4.1593 -2.0187 2.0941
O 4.6741 -1.8582 3.4004
H 3.9016 -3.0593 1.8969
H 3.2879 -1.3920 1.9045
H 4.8782 -1.7704 1.3133
H 4.9242 -0.9369 3.5019
C -0.2125 0.2512 -4.1499
O -0.5094 1.2864 -3.2450
H 0.8520 0.1367 -4.3543
H -0.5949 -0.6549 -3.6801
H -0.7015 0.4253 -5.1084
H -0.3161 1.0330 -2.3395
C 0.3436 -3.4585 0.1906
O -0.5205 -2.6989 -0.6682
H 1.3904 -3.3296 -0.0848
H 0.3281 -3.0710 1.2093
H 0.1678 -4.5179 0.0044
H -0.4483 -1.7906 -0.3660
C -1.6240 -0.9366 2.9768
O -0.3379 -0.5561 3.2217
H -1.7449 -1.8088 2.3344
H -2.1511 -1.1411 3.9087
H -2.2063 -0.1592 2.4821
H 0.0637 -0.3823 2.3672
C -3.2176 -1.7857 -2.5198
O -2.3649 -2.9044 -2.6496
H -4.0018 -1.9470 -1.7802
H -2.7054 -0.9004 -2.1431
H -3.6861 -1.5831 -3.4829
H -1.8351 -3.0333 -1.8595
C 3.3425 -1.3056 -1.8488
O 2.6609 -0.1853 -2.3637
H 3.8114 -1.9236 -2.6145
H 4.0193 -0.9780 -1.0597
H 2.6401 -2.0216 -1.4219
H 1.9811 0.1022 -1.7498
```

- net charge = -1
- LUMO (eV) = 2.677
- HOMO (eV) = -6.87
- spin multiplicity = 1
- energy (a.u.) = -1466.16299

=====

[4]
C9H36BaN18O9 | ωB97M-V/def2-TZVPD

The geometry in XYZ format:
```
73
C9H36BaN18O9 | the OMol25 dataset | ωB97M-V/def2-TZVPD
Ba -0.1838 0.0229 0.0232
C -3.5328 1.3414 -1.0152
O -2.7702 0.3729 -0.8482
N -3.3767 2.6003 -0.3694
N -4.7077 1.2047 -1.8414
H -2.4544 2.8595 0.0128
H -4.1570 3.1980 -0.5942
H -4.8989 0.3461 -2.3854
H -5.2459 2.0014 -2.1692
C -2.0243 0.3803 3.3863
O -1.6254 0.8525 2.3108
N -1.1563 -0.3810 4.1363
N -3.3610 0.4268 3.7279
H -1.6801 -1.1103 4.6104
H -0.4603 -0.8466 3.5426
H -3.6704 0.2879 4.6941
H -3.9307 1.0812 3.1653
C 0.5440 3.4560 1.3066
O -0.3310 3.2763 0.4934
N 0.3527 3.1424 2.6684
N 1.8130 3.8467 1.0420
H -0.4804 2.5913 2.8981
H 1.0330 3.3291 3.3693
H 2.0730 3.8793 0.0705
H 2.3187 4.2904 1.7831
C -2.5018 -2.5088 1.4871
O -1.2924 -2.3001 1.3298
N -3.0542 -3.1193 2.7367
N -3.4840 -2.2209 0.5411
H -2.2674 -3.5720 3.1695
H -3.6761 -3.8446 2.3951
H -4.4250 -2.2522 0.8796
H -3.2167 -1.4185 -0.0590
C 3.4397 0.5170 -1.1144
O 2.1978 0.5044 -1.2744
N 4.3030 1.1824 -1.9830
N 4.1319 -0.3122 -0.1989
H 5.2994 0.9968 -2.0558
H 3.9213 1.8286 -2.6920
H 5.1080 -0.2862 -0.0840
H 3.5368 -0.5397 0.6463
C 0.3201 2.5993 -2.8658
O -0.3129 1.6819 -2.3084
N 0.9710 2.4479 -4.0620
N 0.4657 3.8245 -2.3310
H 1.3799 3.2364 -4.5661
H 0.8929 1.6214 -4.6408
H 0.0608 4.0807 -1.4284
H 0.5320 4.5817 -2.9704
C 2.3307 -0.7905 2.9278
O 1.5117 -0.3933 2.0970
N 2.6964 0.0110 3.9693
N 2.8152 -2.1149 2.9324
H 3.3701 -0.3306 4.6328
H 2.5645 0.9964 3.9481
H 2.2388 -2.6701 2.2496
H 3.3278 -2.5225 3.6908
C 1.8651 -3.2113 -0.6788
O 1.5616 -2.1531 -0.0360
N 3.1429 -3.2640 -1.3040
N 1.0742 -4.2867 -1.0621
H 3.6237 -4.0994 -1.5960
H 3.8842 -2.6452 -1.0845
H 0.0654 -4.2523 -0.8236
H 1.5113 -4.9269 -1.7219
C -0.9156 -1.5791 -3.3053
O -0.9081 -1.4415 -2.0450
N -0.9753 -2.7353 -3.9815
N -0.9230 -0.4621 -4.1199
H -1.1845 -2.7130 -4.9533
H -1.2271 -3.5407 -3.4291
H -0.8353 0.4505 -3.7339
H -1.0316 -0.5035 -5.1418
```

- net charge = +2
- LUMO (eV) = -3.925
- HOMO (eV) = -14.36
- spin multiplicity = 1
- energy (a.u.) = -2052.90684

=====

Number 1: largest force on an atom 3.1 eV/A. Number 2: largest force on an atom 2.4 eV/A. Number 3: largest force on an atom 2.4 eV/A. Number 4: largest force on an atom 4.0 eV/A.